# 1
# C16H34F6N2O16P2

A 6-piece molecular cluster, C16H34F6N2O16P2 overall (the ωB97M-V functional and the def2-TZVPD basis, the OMol25 dataset).

Geometry (Å):
C (-20.27962, -12.90761, -4.55220)
N (-19.15509, -13.89614, -4.49430)
O (-19.40901, -14.97649, -3.94493)
O (-18.11899, -13.48916, -4.89682)
H (-20.81760, -13.05408, -5.48880)
H (-19.84383, -11.91727, -4.42024)
H (-21.00093, -13.16432, -3.77636)
C (-24.87017, -14.84640, -2.25745)
N (-24.05690, -14.10122, -3.30442)
O (-23.39741, -14.71604, -4.07789)
O (-24.05612, -12.89467, -3.24179)
H (-25.90581, -14.51018, -2.30747)
H (-24.40810, -14.67106, -1.28593)
H (-24.79868, -15.90855, -2.49156)
C (-19.39654, -6.75420, -5.39722)
O (-17.96374, -6.73933, -5.18346)
P (-17.37380, -6.35982, -3.70255)
O (-17.67764, -4.94451, -3.31633)
O (-17.96089, -7.51774, -2.72568)
C (-17.32866, -7.65591, -1.50688)
O (-15.75951, -6.73130, -3.88332)
C (-15.34567, -8.11877, -4.09621)
H (-19.65823, -5.97929, -6.11773)
H (-19.93425, -6.60845, -4.46035)
H (-19.71870, -7.69216, -5.84948)
H (-16.71834, -6.89158, -1.02583)
H (-16.66510, -8.51757, -1.57990)
H (-18.07939, -7.98221, -0.78714)
H (-14.95552, -8.14778, -5.11358)
H (-16.16775, -8.83442, -4.10738)
H (-14.54916, -8.41833, -3.41508)
C (-18.95256, -15.34893, 3.56722)
O (-18.10443, -15.34716, 2.48030)
P (-17.87561, -16.58126, 1.46740)
O (-17.93832, -17.88015, 2.19639)
O (-19.05662, -16.40876, 0.34709)
C (-18.91844, -17.05187, -0.90247)
O (-16.47687, -16.25697, 0.79866)
C (-16.20075, -15.00775, 0.00292)
H (-19.61271, -14.48193, 3.59187)
H (-18.39725, -15.37583, 4.50477)
H (-19.74995, -16.08900, 3.49963)
H (-18.44083, -16.41871, -1.65020)
H (-19.95166, -17.29376, -1.15158)
H (-18.41916, -18.01942, -0.85096)
H (-17.12898, -14.49334, -0.24582)
H (-15.81233, -15.42764, -0.92494)
H (-15.50670, -14.39795, 0.58132)
C (-21.10659, -14.34195, 0.59537)
C (-21.02831, -14.10403, -0.91037)
O (-21.00016, -12.73347, -1.26367)
C (-19.84665, -12.00555, -1.15101)
O (-18.82700, -12.48727, -0.66203)
C (-19.88505, -10.57948, -1.73573)
F (-19.89034, -9.65173, -0.76003)
F (-18.72041, -10.43172, -2.40218)
F (-20.86860, -10.37130, -2.54935)
H (-20.37146, -13.84436, 1.22789)
H (-21.09228, -15.42799, 0.68703)
H (-22.04333, -14.00976, 1.04289)
H (-21.85399, -14.52205, -1.48622)
H (-20.12640, -14.54477, -1.33509)
C (-21.42781, -11.51647, 6.42772)
C (-21.12398, -12.16719, 5.01356)
O (-21.95300, -11.42843, 4.09465)
C (-21.62153, -11.35921, 2.76996)
O (-20.53346, -11.68043, 2.32971)
C (-22.63886, -10.57461, 1.86021)
F (-23.67515, -10.17213, 2.63396)
F (-22.07527, -9.53144, 1.32121)
F (-23.04717, -11.41945, 0.97324)
H (-21.16847, -10.45822, 6.45838)
H (-20.79391, -12.01527, 7.16084)
H (-22.47941, -11.62584, 6.69278)
H (-21.40094, -13.21992, 4.95740)
H (-20.10324, -11.99625, 4.67155)

The charge is +1. The HOMO energy (spin up / spin down) comes out at -11.761 / -11.761 eV. The orbital gap (spin up / spin down) comes out at 9.1 / 1.9 eV. The spin multiplicity is 2.

=====

# 2
# C16H34F6N2O6Pd

C16H34F6N2O6Pd as an isolated structure (the ωB97M-V functional and the def2-TZVPD basis, the OMol25 dataset).

Geometry (Å):
Pd (-0.09458, -0.38151, -0.04641)
C (1.34980, -1.00970, -3.27735)
O (2.33306, 0.05143, -3.72943)
O (1.14926, -0.86545, -1.87224)
C (0.14217, -0.87811, -4.20810)
F (0.40086, -0.83370, -5.52035)
F (-0.68667, -1.96819, -4.10542)
F (-0.54697, 0.21051, -3.91123)
C (2.10943, 1.42887, -3.84860)
C (3.52098, 2.05167, -3.51673)
H (4.25580, 1.34005, -3.89321)
H (3.60238, 2.97776, -4.08579)
H (3.55040, 2.16056, -2.43258)
H (1.30196, 1.78444, -3.20854)
H (1.83599, 1.78217, -4.84284)
H (1.82583, -1.97420, -3.45410)
C (-2.32800, 0.52765, 2.61169)
O (-1.06132, 0.96970, 3.16400)
O (-1.93966, 0.29826, 1.30181)
C (-2.78271, -0.73751, 3.40450)
F (-3.77141, -1.41254, 2.80457)
F (-1.83857, -1.63451, 3.55861)
F (-3.21015, -0.38053, 4.62503)
C (-0.93343, 2.01126, 4.05830)
C (0.44375, 1.68814, 4.78242)
H (1.39985, 1.73578, 4.26117)
H (0.56757, 2.40340, 5.59555)
H (0.50552, 0.71078, 5.26103)
H (-1.73940, 1.90295, 4.78411)
H (-0.98352, 2.98634, 3.57374)
H (-2.96770, 1.41007, 2.62617)
C (3.07470, 1.28660, 0.36537)
C (1.83606, 1.51990, 1.16914)
C (0.72099, 2.38627, 0.51162)
O (0.18073, 1.74951, -0.71709)
C (-1.00097, 2.46114, -1.09143)
N (1.28834, 0.28316, 1.61017)
H (2.96406, 0.66942, -0.52622)
H (3.85081, 0.82229, 0.97379)
H (3.44376, 2.28702, 0.13945)
H (2.11003, 2.06121, 2.07470)
H (1.03242, 3.39189, 0.22906)
H (0.05867, 2.56452, 1.35876)
H (-1.76003, 1.87648, -1.61114)
H (-0.71598, 3.33943, -1.67063)
H (-1.56837, 2.81592, -0.23103)
H (0.65223, 0.40724, 2.38482)
H (2.06977, 0.08880, 2.21983)
C (-0.76671, -4.65758, 0.54219)
C (-0.49350, -3.28926, -0.12682)
C (-1.78960, -2.73857, -0.74969)
O (-1.65540, -1.39686, -1.21577)
C (-2.71254, -1.07155, -2.12219)
N (-0.03949, -2.37387, 0.90845)
H (-0.10949, -4.88728, 1.38088)
H (-0.72812, -5.36564, -0.28562)
H (-1.83926, -4.69973, 0.73182)
H (0.22953, -3.29737, -0.94246)
H (-2.62103, -2.88814, -0.06088)
H (-1.93904, -3.44242, -1.56845)
H (-2.43246, -0.14416, -2.62179)
H (-3.67395, -1.09316, -1.60905)
H (-2.95173, -1.73581, -2.95264)
H (-0.80534, -2.50590, 1.55354)
H (0.68011, -2.77960, 1.48954)

As for the energy above the lowest of the compared OMol25 structures with the same formula, charge and spin: 68.4 kcal per mole. The HOMO energy (spin up / spin down) comes out at -8.111 / -8.135 eV. The orbital gap (spin up / spin down) comes out at 8.5 / 8.0 eV. The spin multiplicity is 3.

=====

# 3
# C16H34F6N2O6Ti

C16H34F6N2O6Ti as an isolated structure (the ωB97M-V functional and the def2-TZVPD basis, the OMol25 dataset).

Geometry (Å):
Ti (1.18700, 0.14532, 0.17187)
C (6.32156, -0.77584, 1.57384)
O (5.95653, 0.24067, 2.64691)
O (5.20532, -0.79508, 0.69038)
C (7.77595, -0.50021, 1.00655)
F (7.71237, -1.01528, -0.29602)
F (8.13871, 0.77347, 1.05977)
F (8.82984, -1.17287, 1.47098)
C (6.85073, 0.29441, 3.81387)
C (6.22926, 1.17134, 4.85511)
H (5.69201, 0.50587, 5.53085)
H (7.12297, 1.60074, 5.30790)
H (5.54815, 1.86783, 4.36615)
H (7.80396, 0.71645, 3.49556)
H (7.18337, -0.69398, 4.13096)
H (6.27081, -1.70534, 2.14089)
C (-1.56695, 2.50426, -4.10013)
O (-1.74112, 2.31168, -5.52094)
O (-0.43504, 1.70774, -3.74531)
C (-1.60714, 3.98683, -3.70115)
F (-0.78607, 4.67977, -4.45697)
F (-2.81297, 4.66421, -3.74276)
F (-1.22224, 4.19416, -2.45047)
C (-3.09267, 1.95428, -5.98075)
C (-4.25835, 3.00921, -5.99668)
H (-4.80779, 3.23319, -5.08231)
H (-3.93133, 3.96477, -6.40661)
H (-4.96997, 2.63312, -6.73170)
H (-3.44077, 0.98325, -5.62857)
H (-2.79100, 1.66443, -6.98727)
H (-2.45432, 2.03525, -3.67506)
C (-0.61534, -5.42925, -2.68069)
C (-1.95188, -4.83533, -2.15816)
C (-2.70108, -5.73724, -1.13920)
O (-4.10360, -5.41786, -0.99417)
C (-4.89634, -6.09363, -0.00887)
N (-1.61866, -3.50797, -1.60897)
H (-0.63734, -6.51610, -2.76039)
H (0.16104, -5.25182, -1.93647)
H (-0.31103, -4.99963, -3.63512)
H (-2.68794, -4.56829, -2.91644)
H (-2.17011, -5.78498, -0.18847)
H (-2.70707, -6.75620, -1.52622)
H (-4.71098, -7.16760, -0.02694)
H (-5.94299, -5.80256, -0.09775)
H (-4.68155, -5.88430, 1.03906)
H (-0.99588, -3.11158, -2.29825)
H (-2.52323, -3.06387, -1.67691)
C (-0.10977, 4.07058, 4.60609)
C (-0.39969, 2.76855, 3.84233)
C (-1.77470, 2.70741, 3.10907)
O (-1.99679, 1.51740, 2.41258)
C (-3.39316, 1.38837, 2.25321)
N (0.67418, 2.47632, 2.96657)
H (-0.69657, 4.22701, 5.51125)
H (-0.13585, 4.93795, 3.94649)
H (0.87548, 4.10841, 5.07080)
H (-0.60499, 1.90920, 4.48065)
H (-1.77268, 3.49828, 2.35899)
H (-2.52676, 2.89629, 3.87512)
H (-3.61832, 0.65484, 1.47905)
H (-3.91666, 2.30132, 1.96936)
H (-3.88661, 1.02962, 3.15648)
H (1.45287, 1.99633, 3.39477)
H (1.01321, 3.25664, 2.42229)

The charge is -1. As for the energy above the lowest of the compared OMol25 structures with the same formula, charge and spin: 195.9 kcal per mole. The HOMO energy (spin up / spin down) comes out at -4.211 / -4.206 eV. The orbital gap (spin up / spin down) comes out at 5.2 / 5.0 eV. The spin multiplicity is 4.

=====

# 4
# C16H34F6N2O6Zn

C16H34F6N2O6Zn as an isolated structure (the ωB97M-V functional and the def2-TZVPD basis, the OMol25 dataset).

Geometry (Å):
Zn (0.72077, -0.13176, 0.16342)
C (-1.54396, 2.11303, 1.18746)
O (-1.76961, 2.91435, 0.03467)
O (-0.51712, 1.28081, 0.86321)
C (-1.35621, 3.04928, 2.38974)
F (-2.57006, 3.59548, 2.68947)
F (-0.98419, 2.37450, 3.50220)
F (-0.49961, 4.05026, 2.19197)
C (-3.11392, 3.22628, -0.27063)
C (-3.05130, 4.06717, -1.58637)
H (-2.46527, 3.47790, -2.29153)
H (-4.02607, 4.33208, -1.98269)
H (-2.42528, 4.92557, -1.34223)
H (-3.67178, 3.79412, 0.47350)
H (-3.62120, 2.28980, -0.52250)
H (-2.40918, 1.46736, 1.39577)
C (0.81157, -2.89929, 0.44533)
O (-0.29278, -2.02760, 0.76538)
O (1.65073, -2.06411, -0.20831)
C (1.36922, -3.74769, 1.62370)
F (1.83133, -4.93628, 1.19126)
F (2.43938, -3.13116, 2.20307)
F (0.46341, -3.93106, 2.59423)
C (-1.59271, -2.61445, 0.92945)
C (-2.49028, -1.63412, 1.67451)
H (-3.51094, -1.98565, 1.79769)
H (-2.03456, -1.33303, 2.61842)
H (-2.48751, -0.71544, 1.08142)
H (-1.49123, -3.56179, 1.45402)
H (-2.04589, -2.74143, -0.05848)
H (0.36611, -3.58966, -0.28960)
C (-2.29500, 0.00531, -2.16390)
C (-0.93408, -0.58727, -2.54615)
C (-0.69944, -0.73905, -4.04471)
O (0.59795, -1.22773, -4.29056)
C (0.76857, -2.60910, -4.02947)
N (0.12795, 0.17588, -1.89805)
H (-3.08137, -0.68465, -2.46624)
H (-2.44295, 0.91584, -2.75209)
H (-2.21865, 0.24995, -1.10627)
H (-0.92689, -1.56690, -2.05647)
H (-0.78935, 0.27759, -4.44590)
H (-1.48828, -1.27443, -4.58255)
H (1.67807, -2.93703, -4.51596)
H (-0.11771, -3.20724, -4.28416)
H (0.76076, -2.77736, -2.94284)
H (0.99853, -0.11486, -2.35319)
H (0.17482, 1.18456, -2.03822)
C (4.84929, 1.29649, 0.81046)
C (3.53521, 0.53117, 0.84207)
C (2.88315, 0.36255, 2.21130)
O (1.61513, -0.24478, 2.10518)
C (1.06532, -0.48348, 3.37366)
N (2.51065, 1.03270, -0.12272)
H (4.93531, 2.04378, 0.02361)
H (5.65263, 0.60213, 0.55290)
H (5.06283, 1.66517, 1.81538)
H (3.69402, -0.47441, 0.44169)
H (2.78797, 1.32922, 2.71813)
H (3.62003, -0.25418, 2.73721)
H (1.10955, 0.41079, 4.00642)
H (1.55820, -1.25548, 3.97178)
H (0.00892, -0.73843, 3.34576)
H (2.92535, 1.13659, -1.05151)
H (2.39169, 2.04319, 0.01790)

As for the energy above the lowest of the compared OMol25 structures with the same formula, charge and spin: 20.6 kcal per mole. The HOMO energy comes out at -8.612 eV. The orbital gap comes out at 8.8 eV.

=====

# 5
# C16H34FeOP2

C16H34FeOP2 as an isolated structure (the ωB97M-V functional and the def2-TZVPD basis, the OMol25 dataset).

Geometry (Å):
P (-0.04410, -1.58014, -5.72500)
P (0.16731, 1.77962, -5.66256)
C (-0.34237, -0.52888, -7.23162)
C (0.38998, 0.81192, -7.22109)
H (-1.43049, -0.39376, -7.30468)
H (-0.02835, -1.13128, -8.09458)
H (1.47264, 0.68526, -7.35315)
H (0.03938, 1.46001, -8.03499)
C (-1.53087, 2.44194, -5.93001)
H (-1.76917, 3.15021, -5.12366)
H (-2.27781, 1.63439, -5.91931)
H (-1.57946, 2.96459, -6.89537)
C (1.21395, 3.21404, -6.07564)
H (0.83827, 3.71584, -6.97964)
H (2.24455, 2.87254, -6.25569)
H (1.20822, 3.92382, -5.23669)
C (-1.05205, -3.00974, -6.25974)
H (-1.00772, -3.78794, -5.48482)
H (-0.67612, -3.41045, -7.21204)
H (-2.09414, -2.67806, -6.38585)
C (1.66733, -2.13727, -6.12266)
H (2.36829, -1.29095, -6.09495)
H (1.69524, -2.59513, -7.12109)
H (1.97935, -2.88269, -5.37905)
Fe (0.24292, -0.68358, -0.42991)
C (0.64021, 1.68034, -1.82648)
C (-0.70062, 1.60987, -1.95294)
C (-1.53252, 0.88820, -2.95269)
C (-1.90682, -0.60461, -2.68882)
C (-0.79641, -1.52838, -2.30963)
C (0.57237, -1.40192, -2.58317)
C (1.17850, -0.28272, -3.34650)
C (1.72493, 0.91534, -2.52892)
C (0.29000, -2.40232, 0.60410)
H (1.02132, 2.37552, -1.07432)
H (-1.30702, 2.17370, -1.23723)
H (-1.05544, 0.94946, -3.95150)
H (-2.48213, 1.44575, -3.05481)
H (-2.66300, -0.61983, -1.88172)
H (-2.43546, -0.97231, -3.59800)
H (-1.13513, -2.48126, -1.87650)
H (1.21326, -2.27524, -2.42598)
H (0.40150, 0.11988, -4.01606)
H (1.98710, -0.65649, -3.99487)
H (2.48149, 0.56012, -1.80300)
H (2.27549, 1.58436, -3.21544)
H (1.13828, -2.32273, 1.29954)
H (0.41406, -3.22414, -0.11464)
H (-0.65579, -2.52222, 1.15283)
C (-0.09996, 0.91729, 2.03664)
O (0.16814, 0.69271, 0.70011)
H (0.83063, 1.23680, 2.52602)
H (-0.49253, 0.03398, 2.56063)
H (-0.82584, 1.73804, 2.10244)

The HOMO energy (spin up / spin down) comes out at -6.526 / -7.630 eV. The orbital gap (spin up / spin down) comes out at 7.1 / 8.1 eV. The spin multiplicity is 5.

=====

# 6
# C16H34HfN3OPSSi

C16H34HfN3OPSSi as an isolated structure (the ωB97M-V functional and the def2-TZVPD basis, the OMol25 dataset).

Geometry (Å):
Hf (0.12010, 0.10160, -0.00020)
Si (2.71221, 0.14386, -0.68987)
P (-0.60759, 0.49220, -2.58462)
N (-0.14870, -1.80522, -0.54094)
H (-0.25643, 2.88991, 1.85992)
C (-2.37114, 0.79684, -2.93663)
H (-2.58948, 0.95556, -3.99951)
H (-2.70668, 1.67807, -2.37429)
H (-2.95896, -0.06188, -2.58745)
C (0.26053, 1.95179, -3.24687)
H (-0.03278, 2.17105, -4.27789)
H (1.34398, 1.79041, -3.21170)
H (0.03389, 2.82560, -2.62288)
C (-0.12070, -0.91675, -3.63456)
H (-0.23754, -0.72238, -4.70617)
H (-0.72522, -1.78945, -3.36104)
H (0.92465, -1.16980, -3.42403)
C (3.17674, 1.97281, -0.41525)
H (2.87411, 2.30962, 0.58698)
H (2.70766, 2.62819, -1.16206)
H (4.26982, 2.05029, -0.50074)
H (3.50074, -0.67974, 0.29917)
H (3.04572, -0.25558, -2.11664)
C (-0.06645, -3.13310, -0.59946)
C (-1.10740, -5.35250, -0.42989)
C (-1.16845, -3.98008, -0.24641)
C (1.14382, -3.80419, -0.99279)
C (1.17800, -5.17218, -1.16668)
C (0.05852, -5.97707, -0.90344)
H (-1.98283, -5.97229, -0.22257)
H (-2.07020, -3.51105, 0.14576)
H (2.03419, -3.19136, -1.17300)
H (2.08873, -5.65924, -1.53316)
H (0.09509, -7.05573, -1.06453)
C (-0.85443, 3.08022, 0.95394)
O (-0.69140, 1.89202, 0.18556)
C (-2.31919, 3.22742, 1.38232)
H (-2.67955, 4.26438, 1.30572)
H (-2.41419, 2.94227, 2.44212)
H (-2.98362, 2.57633, 0.78833)
C (-0.25010, 4.28594, 0.22522)
H (-0.96578, 4.69032, -0.51271)
H (0.69075, 4.02350, -0.29224)
H (-0.01019, 5.10663, 0.91871)
C (-1.22816, 0.98809, 5.78482)
N (-1.11301, 0.33602, 4.48756)
C (-0.00315, -0.07484, 3.87046)
S (-0.11421, -0.79793, 2.27780)
N (1.17546, -0.17554, 4.56957)
C (1.25006, -0.94249, 5.83045)
H (-0.23734, 1.09331, 6.23023)
H (-1.87658, 0.42110, 6.46995)
H (-1.66652, 1.97095, 5.60501)
H (-1.89946, 0.44560, 3.83056)
H (1.93854, -0.44847, 3.94086)
H (1.67201, -1.91613, 5.57155)
H (1.90229, -0.43982, 6.55359)
H (0.25429, -1.07411, 6.26004)

As for the energy above the lowest of the compared OMol25 structures with the same formula, charge and spin: 0.0 kcal per mole. The HOMO energy comes out at -5.770 eV. The orbital gap comes out at 5.8 eV.